Entry 1:
This record from the Open Molecules 2025 dataset describes one molecule with the formula C3H7NO4S in a non-equilibrium geometry. The level of theory is ωB97M-V/def2-TZVPD.

Calculated values
HOMO energy = -10.358 eV
Charge = 0
HOMO-LUMO gap = 10.6718 eV
SMILES = N[C@@H](C[SH](=O)=O)C(=O)O

Atoms and positions in Å:
C  0.12559  0.17162  0.61304
C  -0.28252  0.62332  -0.78756
C  -0.75894  0.92115  1.64157
H  -0.62769  -1.72551  0.31971
H  0.95825  -1.69568  0.64275
H  1.12487  0.46755  0.82248
H  -0.15450  1.67698  -0.87836
H  -1.32053  0.35111  -1.02200
H  0.59231  0.62512  -3.07376
H  -0.65776  -0.69565  2.54656
N  0.08391  -1.26067  0.86292
O  2.13842  -0.05118  -1.55132
O  0.18316  -1.48857  -2.31851
O  -1.04304  0.20901  2.71321
O  -1.12330  2.05878  1.46125
S  0.76176  -0.18739  -1.99198

Atoms 1-6, force components in eV/Å:
-1.08 -0.26 0.11
-0.11 -1.03 0.01
0.08 0.59 -0.67
-0.16 -0.10 -0.11
0.41 -0.21 -0.10
0.94 0.54 0.04

---

Entry 2:
This record from the Open Molecules 2025 dataset describes a 2-piece molecular cluster, C3H7NOS overall. The level of theory is ωB97M-V/def2-TZVPD.

Calculated values
HOMO energy (alpha / beta) = -1.379 / -3.517 eV
2S+1 = 2
Charge = -1
HOMO-LUMO gap (alpha / beta) = 5.2414 / 7.3722 eV

Atoms and positions in Å:
O  2.07489  1.42426  1.13132
C  1.46414  0.40893  0.93524
C  0.51205  0.16584  -0.21913
C  -0.86207  0.77073  0.15366
S  -2.08589  0.44275  -1.09421
N  0.46459  -1.26612  -0.45967
H  1.48647  -0.45178  1.63364
H  0.86969  0.68169  -1.11408
H  -1.16944  0.44036  1.15935
H  -0.69871  1.83633  0.34781
H  -2.58047  -1.41438  -0.46868
H  1.01520  -1.54781  -1.25811
H  -0.49045  -1.49082  -0.74714

Atoms 1-6, force components in eV/Å:
0.45 0.38 0.16
-0.78 -0.22 -0.39
0.59 -0.03 -0.06
0.51 0.11 0.78
-0.52 0.04 -0.30
-0.63 -0.48 0.02

---

Entry 3:
This record from the Open Molecules 2025 dataset describes one molecule with the formula C3H7NOS in a non-equilibrium geometry. The level of theory is ωB97M-V/def2-TZVPD.

Calculated values
HOMO energy = -9.819 eV
Charge = 0
HOMO-LUMO gap = 10.1767 eV
SMILES = NCCC(=O)S

Atoms and positions in Å:
C  0.20653  -0.94081  0.29864
C  -0.26624  0.52103  -0.02189
C  -0.31517  0.54899  -1.55277
H  1.17544  -0.75726  2.20009
H  -0.40557  -1.31686  2.38138
H  0.85464  -1.23878  -0.39354
H  -0.63679  -1.77082  0.25590
H  0.84298  0.76351  0.42006
H  -0.92319  1.02536  0.44821
H  -0.58821  2.93570  -1.14310
N  0.55798  -1.45210  1.73237
O  -0.19223  -0.45218  -2.30569
S  -0.31018  2.13422  -2.31965

Atoms 1-6, force components in eV/Å:
-7.06 -3.13 4.99
9.18 -5.42 -2.52
1.06 -1.93 -1.67
-0.16 -0.58 -0.31
3.24 -0.52 -2.43
3.13 -0.96 -2.38

---

Entry 4:
This record from the Open Molecules 2025 dataset describes one molecule with the formula C3H7NOS in a non-equilibrium geometry. The level of theory is ωB97M-V/def2-TZVPD.

Calculated values
HOMO energy = -9.052 eV
Charge = 0
HOMO-LUMO gap = 9.8631 eV
SMILES = NC(=O)CCS

Atoms and positions in Å:
C  0.42250  0.10961  -0.27510
C  0.50604  -1.10141  0.67225
S  1.37451  -0.71885  2.24850
C  -0.99546  0.42041  -0.78885
N  -1.20764  1.73756  -1.07110
O  -1.84134  -0.44230  -0.87856
H  1.02444  -0.18494  -1.15747
H  0.92150  1.01739  0.06643
H  0.79935  -2.05584  0.23972
H  -0.56033  -1.29302  0.85872
H  2.05125  -1.86826  2.34873
H  -2.12536  2.11748  -1.02007
H  -0.36945  2.26218  -1.24320

Atoms 1-6, force components in eV/Å:
1.12 -0.56 -1.54
-1.82 0.40 0.53
-0.13 -0.19 -0.54
0.30 -0.45 0.61
0.92 -0.72 0.04
-0.17 0.16 0.19

---

In the order shown, the computed energy above the lowest of the compared OMol25 structures with the same formula, charge and spin values come out to 11.27, 24.11, 83.94, 13.59 kcal per mole.
In the order shown, the computed total energy values come out to -23739.3747, -17595.7349, -17594.2893, -17597.3399 eV.